(1)
Entry from OMol25: C7H10 as an isolated structure (wB97M-V/def2-TZVPD).

The geometry in XYZ format:
```
17
Properties=species:S:1:pos:R:3:forces:R:3
C 2.05122 -0.06860 0.08292 -0.11 0.08 0.00
C 0.54519 0.05509 0.10985 -0.13 0.01 -0.65
C -0.33902 -0.80797 1.02516 -0.18 0.28 0.11
C -1.49985 -0.36075 0.13291 0.08 0.96 -0.80
C -0.44916 -0.29535 -1.05715 -0.76 -7.98 -1.29
C -1.42309 1.10023 -0.01924 0.04 2.11 1.49
C -0.11039 1.43908 0.10668 -1.01 0.60 1.12
H 2.49063 0.57752 -0.68563 -0.07 -0.12 0.09
H 2.44613 0.25278 1.05345 0.01 -0.06 -0.13
H 2.38074 -1.09884 -0.09570 -0.15 0.19 0.01
H -0.39698 -0.52715 2.08050 0.02 -0.02 -0.05
H -0.13275 -1.87988 0.89736 -0.03 0.34 0.05
H -2.45996 -0.90014 0.12357 0.53 0.41 -0.39
H -0.39450 0.15140 -2.05904 -0.65 0.22 0.78
H -0.81191 -1.66504 -1.26919 2.43 2.55 -0.54
H -2.25458 1.61519 -0.47626 -0.02 0.61 0.50
H 0.35828 2.41242 0.04980 0.01 -0.21 -0.29
```
Positions in Å, forces in eV/Å.

Highest occupied orbital energy   -7.233 eV

---

(2)
Entry from OMol25: a 2-piece molecular cluster, C7H10 overall (wB97M-V/def2-TZVPD).

The geometry in XYZ format:
```
17
Properties=species:S:1:pos:R:3:forces:R:3
C -1.44552 1.13812 0.99926 0.03 0.03 0.22
C -1.47435 0.81292 -0.50251 -0.27 -0.28 -0.39
C -0.33530 1.63948 0.17022 0.13 0.08 0.11
C 0.98051 0.96562 0.26371 -0.02 -0.19 -0.01
C 1.09191 -0.35372 0.11409 -0.01 0.20 0.02
C -0.08710 -1.20457 -0.29014 -0.06 0.00 -0.09
C -1.27509 -0.54928 -0.91759 0.25 0.32 0.29
H -2.21906 1.82466 1.32929 0.12 -0.10 -0.09
H -1.23747 0.31889 1.68204 -0.02 0.11 -0.15
H -2.21198 1.39843 -1.04849 0.13 -0.10 0.11
H -0.33739 2.69919 -0.07264 -0.01 -0.18 0.02
H 1.85014 1.58307 0.47600 -0.12 -0.09 -0.04
H 2.06188 -0.83741 0.20535 -0.16 0.09 -0.02
H 2.71700 -2.90765 -0.80288 0.00 -0.04 -0.07
H 0.23855 -2.05567 -0.90070 -0.08 0.14 0.12
H -0.54663 -1.69132 0.59297 0.02 0.03 -0.07
H 2.36483 -2.83350 -1.45269 0.07 -0.03 0.04
```
Positions in Å, forces in eV/Å.

Highest occupied orbital energy   -7.919 eV

---

(3)
Entry from OMol25: a single C7H10 molecule (wB97M-V/def2-TZVPD).

The geometry in XYZ format:
```
17
Properties=species:S:1:pos:R:3:forces:R:3
C -0.21047 -1.33477 -0.76959 0.03 -0.22 -0.03
C 0.64017 -0.18755 -1.38427 0.11 0.04 -0.07
C -0.28598 0.86090 -0.71655 -0.04 0.18 -0.01
C -1.16849 -0.28705 -0.16738 -0.05 -0.19 0.13
C -0.94036 0.20479 1.29463 0.89 -0.67 0.19
C 0.83351 0.30935 1.45785 0.56 0.56 -0.50
C 0.02072 1.27686 0.73525 0.46 0.44 -0.04
H -0.67377 -1.99146 -1.50896 0.08 0.06 0.03
H 0.28647 -1.96362 -0.02262 -0.04 0.06 -0.16
H 1.70109 -0.15072 -1.11074 -0.16 0.00 -0.05
H 0.57090 -0.16492 -2.47598 0.00 0.04 0.17
H -0.67345 1.66651 -1.34380 -0.01 -0.17 0.10
H -2.22561 -0.37221 -0.45124 0.28 0.05 0.29
H -0.27777 -0.46614 2.01942 -1.58 0.09 0.29
H 1.15490 0.64175 2.44740 -0.26 -0.29 -0.18
H 1.50365 -0.38551 0.97112 -0.14 0.00 -0.10
H 0.05533 2.30953 1.06529 -0.13 0.03 -0.06
```
Positions in Å, forces in eV/Å.

Highest occupied orbital energy   -7.971 eV
SMILES   C1C[C@H]2[C@@H]1[C@H]1C[C@@H]21

---

(4)
Entry from OMol25: a single C7H10 molecule (wB97M-V/def2-TZVPD).

The geometry in XYZ format:
```
17
Properties=species:S:1:pos:R:3:forces:R:3
C 0.20815 0.96776 -1.63490 0.11 0.05 -0.20
C -1.11616 0.78605 -0.94287 -0.25 -0.03 0.00
C 0.15676 0.45165 -0.23478 -0.02 0.00 -0.03
C 0.77123 1.08751 0.99931 0.00 0.09 0.14
C 1.29493 -0.24813 1.51198 -0.12 0.20 -0.27
C -0.44934 -1.80762 0.88439 -0.29 -0.16 0.15
C 0.63725 -0.89845 0.29762 0.16 -0.22 0.04
H 0.56833 1.98016 -1.79797 -0.05 -0.13 0.07
H 0.46198 0.27531 -2.43163 -0.02 0.03 0.11
H -1.67238 1.67141 -0.64768 0.15 -0.09 0.04
H -1.74875 -0.03389 -1.27114 0.10 0.06 0.04
H 1.65148 1.71572 0.79840 0.01 -0.04 0.04
H 0.13747 1.66371 1.68183 0.07 -0.08 0.04
H -0.88825 -1.38231 1.79165 -0.03 0.08 -0.09
H -1.25895 -1.95308 0.16745 0.05 0.06 -0.04
H -0.06288 -2.78834 1.16324 0.16 0.12 -0.05
H 1.30912 -1.48747 -0.33488 -0.03 0.06 0.02
```
Positions in Å, forces in eV/Å.

Highest occupied orbital energy   -8.316 eV

---

(5)
Entry from OMol25: a single C7H10 molecule (wB97M-V/def2-TZVPD).

The geometry in XYZ format:
```
17
Properties=species:S:1:pos:R:3:forces:R:3
C 0.19149 0.55297 1.89467 -0.03 -0.05 -0.01
C 0.77218 0.87346 0.53501 0.06 0.06 0.09
C 1.21951 -0.13214 -0.47540 0.35 -0.08 0.03
C 0.32001 -1.37097 -0.48544 0.02 -0.11 0.06
C -0.83806 -0.43433 -0.87444 0.09 -0.06 -0.32
C -1.94517 -0.75394 -1.67754 0.03 0.23 0.43
C 0.02758 0.79097 -0.76930 -0.13 0.24 -0.20
H 0.99368 0.35783 2.61495 -0.11 0.01 -0.10
H -0.39892 1.39584 2.27065 0.08 -0.12 -0.07
H -0.45724 -0.32875 1.87745 0.08 0.13 -0.01
H 1.41897 1.75029 0.54663 -0.07 -0.12 -0.01
H 2.19668 -0.08909 -0.94453 -0.14 0.02 0.10
H 0.25673 -1.94143 0.44650 -0.03 0.12 -0.13
H 0.51920 -2.05468 -1.31354 0.01 0.09 0.13
H -1.85238 -0.52983 -0.22880 -0.25 -0.10 -0.19
H -2.38222 0.21867 -1.98863 0.00 -0.14 0.09
H -0.04363 1.62896 -1.45682 0.05 -0.10 0.13
```
Positions in Å, forces in eV/Å.

Highest occupied orbital energy   -8.343 eV

---

(6)
Entry from OMol25: an isolated ion of composition C7H10 and charge +1 (wB97M-V/def2-TZVPD).

The geometry in XYZ format:
```
17
Properties=species:S:1:pos:R:3:forces:R:3
C 0.35814 -0.52466 -2.16040 -0.62 -0.20 0.22
C -0.01021 -1.19468 -0.86128 0.09 1.04 0.21
C 0.43107 -2.42984 -0.49886 -0.31 0.01 -0.46
C -0.57193 0.93994 0.32894 -0.30 -0.23 0.38
C -0.65106 -0.43272 0.16894 -0.13 -0.66 -0.70
C 0.22498 2.32080 2.15526 -0.46 0.82 -0.56
C -0.63879 1.39849 1.68351 -0.06 -0.78 -0.26
H -0.55134 -0.18167 -2.66533 0.20 -0.10 -0.09
H 0.91309 -1.20629 -2.79467 0.07 0.12 -0.14
H 0.95090 0.35753 -1.92800 0.23 -0.04 -0.20
H 0.45343 -2.72332 0.53665 -0.36 -0.35 0.10
H 0.79852 -3.10200 -1.25615 0.47 -0.11 0.05
H -0.38640 1.58736 -0.51700 0.59 0.13 0.12
H -1.19811 -1.05156 0.86475 0.32 0.21 0.78
H 0.23528 2.67635 3.17369 0.12 -0.31 0.17
H 0.87512 2.81867 1.44313 0.05 0.06 0.17
H -1.23267 0.74760 2.32684 0.11 0.40 0.21
```
Positions in Å, forces in eV/Å.

Total charge   +1
Highest occupied orbital energy (alpha / beta)   -13.800 / -14.533 eV
Spin multiplicity   2

---

(7)
Entry from OMol25: C7H10BClCuF8NO as an isolated structure (wB97M-V/def2-TZVPD).

The geometry in XYZ format:
```
30
Properties=species:S:1:pos:R:3:forces:R:3
N 0.17878 3.61391 -2.60718 -0.27 -0.46 -0.39
B 0.00908 2.22584 -2.01353 -1.30 1.35 1.50
Cl 1.52239 1.14241 -2.45039 2.08 -0.14 -0.37
C -0.13694 2.23595 -0.35438 0.45 -0.27 -0.29
C -0.92285 0.90917 0.02167 -0.32 1.64 -1.17
O -0.94269 0.55580 1.42520 1.22 -0.26 -0.44
C 0.35069 0.38398 1.98889 -0.13 -0.86 0.97
C 1.10941 -0.93991 1.48136 1.23 1.83 1.39
F 1.58271 -0.83863 0.17305 -1.06 -0.62 1.75
F 2.27824 -0.99410 2.29565 -1.59 0.09 -1.32
C 0.30508 -2.27550 1.79737 0.54 -1.73 0.86
F 1.14364 -3.11997 2.55565 -1.34 1.36 -1.39
F -0.82501 -2.07614 2.60887 1.84 0.09 -1.59
C -0.16041 -3.12494 0.54654 -0.95 -2.16 -0.57
F 0.87437 -3.53079 -0.29395 -1.48 1.21 1.50
F -0.68877 -4.32569 1.07909 1.06 1.95 -0.51
C -1.39772 -2.46656 -0.26094 -0.97 -0.96 -0.47
F -2.42531 -3.43659 -0.36316 1.68 1.49 0.10
F -1.05702 -2.14227 -1.57043 -0.20 -0.23 2.17
H -0.08731 3.52782 -3.59909 0.20 0.48 0.57
H -0.53471 4.20089 -2.16019 0.44 -0.08 -0.37
H -0.92537 1.60963 -2.46003 0.11 -0.44 -0.41
H -0.64961 3.19044 -0.02083 0.35 -1.22 -0.14
H 0.93252 2.27936 0.03258 -1.27 -0.20 -0.09
H -2.01244 1.09321 -0.27072 1.40 -0.36 0.57
H -0.55718 0.09235 -0.67452 -0.23 0.65 1.14
H 1.02337 1.29345 1.93938 -0.63 -1.18 -0.44
H 0.18768 0.19125 3.10386 0.17 0.18 -1.51
H -1.84674 -1.61782 0.33190 0.67 -0.59 -0.99
Cu 3.67213 2.34346 -2.28170 -1.69 -0.57 -0.07
```
Positions in Å, forces in eV/Å.

Highest occupied orbital energy   -8.647 eV

---

(8)
Entry from OMol25: C7H10BrCl2N2O as an isolated structure (wB97M-V/def2-TZVPD).

The geometry in XYZ format:
```
23
Properties=species:S:1:pos:R:3:forces:R:3
C -0.77616 0.75923 -0.75101 1.67 0.31 1.46
C -2.07439 1.45186 -0.86698 -2.06 -2.04 -0.62
C -0.07711 1.28852 0.46782 2.62 -0.59 0.57
C 0.73105 0.15911 1.20812 1.10 1.89 0.42
C 0.83883 -0.85543 -1.39720 1.59 2.38 3.26
C 1.78120 -0.45189 0.30817 -0.81 0.73 -3.58
C -3.29371 0.64298 -0.45686 -1.81 -1.89 -1.61
N -0.36630 -0.19637 -1.45709 -0.98 0.14 -1.17
N 2.33677 -1.76266 0.73032 -1.36 1.37 3.16
O -2.16625 2.59166 -1.13579 0.27 2.14 -0.55
Cl 0.62724 -2.55083 -1.37614 -0.31 -1.34 -0.71
Cl -2.80954 -0.63300 0.64515 0.15 -0.53 1.33
Br 3.18480 0.77332 -0.19421 -0.11 -0.22 0.22
H 0.68593 2.07912 0.30973 -0.51 -0.30 -0.76
H -0.67195 1.75469 1.22785 -1.05 -0.01 0.06
H 1.27866 0.78351 2.02902 -1.08 -1.72 -0.77
H 0.02249 -0.60182 1.53144 0.11 -0.08 0.47
H 1.59785 -0.47816 -2.07891 -0.22 -0.33 -0.29
H -4.10543 1.24298 -0.07213 0.27 0.49 0.57
H -3.88327 -0.02591 -1.20492 1.58 1.71 0.21
H 1.78021 -2.33925 0.01948 0.68 -1.08 1.24
H 1.99555 -1.73775 1.78620 0.91 -1.31 -2.55
H 3.36355 -1.89392 0.72793 -0.65 0.28 -0.37
```
Positions in Å, forces in eV/Å.

Total charge   +1
Highest occupied orbital energy   -12.942 eV

---

(9)
Entry from OMol25: an isolated ion of composition C7H10BrClO3P and charge -1 (wB97M-V/def2-TZVPD).

The geometry in XYZ format:
```
23
Properties=species:S:1:pos:R:3:forces:R:3
C -2.57789 -0.53642 -0.69964 -0.13 -1.19 -0.47
C -1.79409 0.40357 -1.18110 2.11 0.28 2.79
C 0.18307 -0.38895 0.93472 0.24 1.28 -1.71
C 0.03625 0.96589 0.27311 -2.11 -0.23 -3.58
C 1.26738 -0.30469 1.90486 0.10 0.95 0.89
C 1.82210 0.32513 -1.58990 -0.01 2.16 1.82
C 1.06480 1.50994 -0.76330 1.87 -2.83 1.99
O -1.13008 -2.76091 -0.04397 -0.57 0.83 0.69
O -3.18937 -1.98511 1.46285 0.51 -0.24 -0.07
O -0.96257 -0.70620 1.60546 -2.23 -1.81 -0.77
P -1.97744 -1.72120 0.64346 -0.21 0.76 0.15
Cl -1.80172 1.52869 -2.45407 -0.42 0.08 -0.34
Br -0.76415 2.31489 1.40688 0.43 -0.19 -0.41
H -3.54133 -0.97815 -1.12765 1.27 1.07 0.25
H 0.38073 -1.12075 0.12624 0.14 0.31 0.37
H 1.38474 -1.25303 2.27437 0.47 -2.53 1.18
H 0.93794 0.31573 2.74099 0.39 0.28 -0.14
H 2.18693 -0.03329 1.45789 1.06 0.74 -0.29
H 2.33001 0.73886 -2.46195 -0.17 0.14 0.01
H 1.11640 -0.40887 -1.88856 -0.52 -0.80 -0.23
H 2.59684 -0.05860 -0.92308 -0.16 -0.46 -0.21
H 0.57801 2.05123 -1.49307 -1.14 1.74 -1.16
H 1.85345 2.10225 -0.20455 -0.92 -0.34 -0.76
```
Positions in Å, forces in eV/Å.

Total charge   -1
Highest occupied orbital energy (alpha / beta)   -4.777 / -4.778 eV

---

(10)
Entry from OMol25: a single C7H10Cl2N2O3 molecule (wB97M-V/def2-TZVPD).

The geometry in XYZ format:
```
24
Properties=species:S:1:pos:R:3:forces:R:3
C -0.31923 -1.69599 2.11370 -2.69 -3.19 0.36
O -0.35257 -1.44232 0.71982 -0.15 0.89 0.77
C -0.38867 -0.12496 0.37951 2.33 1.24 0.75
C -1.56417 0.74620 0.69217 -1.00 -0.58 1.00
O -1.71346 1.81780 0.20975 -0.27 1.32 -1.28
N 0.81402 0.87417 1.28210 -1.53 -2.12 -2.22
Cl 0.07091 1.59882 2.63260 0.50 0.39 0.56
C 1.18621 1.82679 0.25811 -0.04 0.31 0.58
O 1.77503 2.84807 0.47089 -0.02 0.02 -0.10
N 0.75336 1.33781 -0.93173 0.14 0.91 -2.24
Cl 1.12367 2.11008 -2.45788 0.05 -0.35 1.53
C 0.17324 0.01484 -1.04079 1.40 -0.05 1.22
C 1.32986 -0.98471 -1.15716 1.28 3.48 0.64
C -0.88411 -0.16092 -2.06272 -0.23 2.80 0.13
H -1.09760 -1.16132 2.66345 -0.04 0.04 -0.19
H 0.58253 -1.53617 2.61614 1.79 0.61 0.13
H -0.55647 -2.83510 2.22157 0.38 2.06 -0.22
H -2.26164 0.49330 1.48661 -0.23 -0.97 0.31
H 1.80055 -0.80392 -0.14449 0.40 -0.73 -1.40
H 1.97401 -0.53666 -2.00372 -0.79 -1.55 1.20
H 0.93913 -1.95204 -1.17681 -0.01 -1.66 -0.70
H -0.53316 -0.13540 -3.07789 0.33 -0.57 -0.33
H -1.51572 0.74437 -1.96169 -0.30 -0.83 -0.16
H -1.33574 -1.04273 -1.73155 -1.32 -1.48 -0.33
```
Positions in Å, forces in eV/Å.

Highest occupied orbital energy   -9.359 eV
SMILES   CO[C@@]1(C=O)N(Cl)C(=O)N(Cl)C1(C)C

---

(11)
Entry from OMol25: a 2-piece molecular cluster, C7H10ClFN3O overall (wB97M-V/def2-TZVPD).

The geometry in XYZ format:
```
23
Properties=species:S:1:pos:R:3:forces:R:3
C 2.42716 2.17932 -1.50621 -0.99 0.04 -0.47
C 0.52773 0.90193 -0.68616 1.49 1.39 -0.88
C 3.31293 -2.17018 -0.10332 3.03 0.42 -3.59
C 1.10700 1.73948 -1.74519 1.51 0.95 2.29
C 2.60248 1.07135 0.46985 -0.41 0.51 -1.08
C -1.85725 -0.32080 1.33695 1.34 -0.15 1.02
C -1.06184 -0.73388 0.08133 -3.10 -0.26 1.50
N 3.17184 1.79780 -0.45207 -0.51 -0.93 0.97
N 1.28307 0.65619 0.45370 1.86 1.95 -4.23
N -0.66423 0.34788 -0.76771 -1.01 -0.15 0.11
O 2.36682 -2.35127 0.49073 -4.37 0.45 2.16
F 3.47297 -1.32232 -1.20364 -0.75 -0.21 1.22
Cl 3.49965 0.58156 1.78510 0.39 -0.24 0.89
H 2.98743 2.89211 -2.15803 -0.94 -0.72 0.26
H 0.57682 2.33650 -2.49058 -0.36 -1.10 0.02
H 4.18212 -2.74052 -0.03663 2.03 -0.70 0.21
H -2.66693 0.34842 1.11449 -0.39 0.33 -0.09
H -2.25885 -1.26490 1.70524 -0.21 0.20 0.27
H -1.23226 0.09990 2.17068 -0.54 -0.13 -0.75
H -1.84228 -1.41252 -0.33506 1.16 0.55 -0.99
H -0.26823 -1.32571 0.42437 1.44 -0.85 -0.15
H 0.87632 0.25277 1.22549 -0.95 -1.32 2.08
H -1.44755 0.93148 -1.03852 0.31 -0.05 -0.77
```
Positions in Å, forces in eV/Å.

Total charge   +1
Highest occupied orbital energy   -13.521 eV

---

(12)
Entry from OMol25: C7H10ClNO3S as an isolated structure (wB97M-V/def2-TZVPD).

The geometry in XYZ format:
```
23
Properties=species:S:1:pos:R:3:forces:R:3
C 0.60304 -1.97008 0.39055 -1.60 -0.78 -0.40
C 1.38892 -0.89593 0.93621 -0.05 -0.32 1.13
C -0.38183 -1.75412 -0.51000 1.06 -0.81 0.86
C 1.08479 0.38867 0.81784 -0.03 2.03 2.06
C -0.59226 -0.44154 -1.09382 3.23 1.34 0.96
C -0.16538 0.96558 0.14991 0.95 -3.34 -0.21
C -1.06721 0.64384 2.40720 -1.71 -1.20 -0.50
N 0.04008 2.16141 -0.47729 0.57 1.11 -2.25
O 1.89775 -0.12242 -2.22753 -1.58 -0.46 -0.61
O -0.08319 1.09810 -3.12408 0.28 0.49 -0.15
O -1.22642 1.05196 1.04825 0.36 0.07 -0.76
S 0.48486 -0.09506 -2.56748 0.28 0.99 1.56
Cl -0.00503 -1.42032 -4.01403 0.22 -0.92 0.00
H 0.62500 -2.93152 0.94326 0.31 0.54 -0.77
H 2.00032 -1.23414 1.77552 0.53 0.48 -0.49
H -1.02660 -2.56539 -0.80489 -0.19 -0.17 -0.02
H 1.49251 1.11212 1.64518 -0.45 -1.25 -1.93
H -1.52020 -0.33522 -1.51123 -2.52 0.58 -0.89
H -0.62649 1.37703 3.01793 1.68 0.86 0.46
H -0.64143 -0.39281 2.49211 -0.55 1.18 0.18
H -2.09331 0.75319 2.78393 0.02 -0.94 -0.15
H 0.69136 2.05292 -1.34037 -1.70 0.62 2.09
H -0.87928 2.55373 -0.73718 0.88 -0.10 -0.17
```
Positions in Å, forces in eV/Å.

Highest occupied orbital energy   -8.735 eV

---

Number 1: calculated total energy -272.53925 Ha. Number 2: calculated total energy -272.52919 Ha. Number 3: calculated total energy -272.53115 Ha. Number 4: calculated total energy -272.53032 Ha. Number 5: calculated total energy -272.52623 Ha. Number 6: calculated total energy -272.34954 Ha. Number 7: calculated total energy -3327.10213 Ha. Number 8: calculated total energy -3951.53029 Ha. Number 9: calculated total energy -3874.04682 Ha. Number 10: calculated total energy -1528.20256 Ha. Number 11: calculated total energy -1072.03671 Ha. Number 12: calculated total energy -1411.45775 Ha.